<1>
Here is 8 unconnected molecules or ions with the total composition C48H120N8O16 from the Open Molecules 2025 dataset. Energies are from ωB97M-V/def2-TZVPD.

HOMO-LUMO gap   8.67 eV
SMILES string   COCCNCCOC.COCCNCCOC.COCCNCCOC.COCCNCCOC.COCCNCCOC.COCCNCCOC.COCCNCCOC.COCCNCCOC
LUMO energy   0.3 eV

Atoms and positions in Å:
C -0.97257 -15.89263 -34.24632
O -1.25625 -16.24702 -32.97370
C -2.60655 -16.71655 -32.77718
C -2.85548 -17.01711 -31.26844
N -3.06270 -15.75532 -30.55187
C -4.40090 -15.20903 -30.67929
C -4.62301 -13.88430 -29.97721
O -3.80485 -12.93640 -30.61627
C -3.75061 -11.56367 -30.15109
H 0.09301 -15.69056 -34.35500
H -1.61408 -15.12973 -34.68739
H -0.96598 -16.76091 -34.90521
H -2.78738 -17.54027 -33.46774
H -3.32918 -15.95101 -33.05976
H -1.94702 -17.40050 -30.80388
H -3.60486 -17.79594 -31.12723
H -2.48510 -15.10822 -31.06930
H -4.88019 -15.98801 -30.08636
H -4.84188 -15.13153 -31.67310
H -4.26204 -13.89983 -28.94883
H -5.64573 -13.51251 -29.91455
H -2.88516 -11.05554 -30.57641
H -3.53055 -11.69861 -29.09209
H -4.73298 -11.10496 -30.26353
C -4.12057 -4.89478 -23.96313
O -5.08777 -5.19145 -22.92682
C -6.38999 -5.55285 -23.43499
C -7.41097 -5.37109 -22.24581
N -7.12694 -6.38491 -21.27586
C -7.59269 -6.25361 -19.91899
C -9.06485 -6.67042 -19.63273
O -9.01366 -6.89894 -18.24977
C -10.07223 -7.56901 -17.67893
H -4.00095 -5.68800 -24.70109
H -3.18864 -4.63418 -23.46143
H -4.41149 -3.95717 -24.43677
H -6.35682 -6.56055 -23.84919
H -6.67447 -4.87943 -24.24349
H -8.43832 -5.52695 -22.57501
H -7.34175 -4.39212 -21.77154
H -6.11779 -6.35403 -21.24789
H -7.63153 -5.17411 -19.77318
H -6.92664 -6.77794 -19.23375
H -9.34525 -7.53262 -20.23779
H -9.75859 -5.87985 -19.91875
H -9.79319 -8.58883 -17.41396
H -10.90484 -7.45959 -18.37381
H -10.33535 -7.21051 -16.68376
C -3.41877 -10.21395 -26.17013
O -4.17975 -9.30683 -27.05613
C -4.02745 -7.98171 -26.61230
C -4.89063 -6.93971 -27.35197
N -6.24951 -6.74899 -26.90857
C -7.09545 -7.95096 -26.92611
C -7.70282 -8.42908 -28.22205
O -7.92782 -7.23935 -28.96031
C -8.34627 -7.29105 -30.32848
H -2.52386 -9.78511 -25.71919
H -3.30018 -11.22230 -26.56673
H -4.11645 -10.34442 -25.34289
H -2.96749 -7.77189 -26.75570
H -4.19517 -8.05137 -25.53754
H -5.00013 -7.27776 -28.38241
H -4.37581 -5.98069 -27.29410
H -6.60158 -6.27854 -27.73005
H -7.90311 -7.53353 -26.32485
H -6.63532 -8.74051 -26.33196
H -8.61472 -8.97539 -27.98104
H -6.99709 -9.01399 -28.81188
H -9.35917 -7.69326 -30.34711
H -7.77019 -7.94443 -30.98372
H -8.33615 -6.31191 -30.80732
C -13.80585 3.76300 -29.18437
O -14.59879 2.49233 -28.87935
C -14.17397 1.47005 -29.75626
C -12.66191 0.96358 -29.68764
N -12.59218 -0.42015 -30.13410
C -11.18733 -0.69694 -30.22086
C -11.11857 -2.01912 -31.06358
O -9.77310 -2.27804 -31.10866
C -9.40899 -3.26901 -32.08991
H -13.07027 3.93374 -28.39831
H -14.42816 4.61121 -28.89909
H -13.63031 4.02230 -30.22842
H -14.38120 1.73349 -30.79344
H -14.92271 0.70439 -29.55315
H -12.26064 1.10796 -28.68452
H -12.05219 1.70110 -30.20956
H -12.84119 -0.95254 -29.31274
H -10.82408 -1.05684 -29.25824
H -10.59090 0.08402 -30.69256
H -11.45478 -1.76807 -32.06958
H -11.77631 -2.75720 -30.60455
H -9.65087 -4.28260 -31.77018
H -8.37028 -3.26696 -32.42036
H -9.89789 -3.01238 -33.02969
C -3.18555 -14.51947 -24.99621
O -2.54322 -15.79061 -25.21157
C -2.89862 -16.21308 -26.57980
C -2.51149 -17.69913 -27.13966
N -1.12424 -17.69106 -27.50325
C -0.11685 -17.71074 -26.41053
C -0.25451 -18.93112 -25.47376
O 0.94261 -19.33007 -24.87018
C 1.64550 -18.64135 -23.85320
H -3.02388 -14.14471 -23.98551
H -4.23958 -14.24191 -24.98750
H -2.63867 -13.85944 -25.66955
H -2.42541 -15.54075 -27.29546
H -3.95709 -16.05588 -26.78718
H -2.97144 -17.82149 -28.12027
H -2.74937 -18.56165 -26.51711
H -0.90382 -17.00131 -28.20734
H -0.13670 -16.86589 -25.72209
H 0.90464 -17.76520 -26.78693
H -0.51851 -19.73850 -26.15681
H -0.89265 -18.92597 -24.59010
H 0.96573 -18.37528 -23.04374
H 2.04523 -17.65848 -24.10276
H 2.39765 -19.30158 -23.42137
C -7.60157 3.38042 -34.48182
O -6.86333 2.18583 -34.63212
C -6.53780 1.33143 -33.49730
C -5.22218 0.48143 -33.55544
N -5.08352 -0.29814 -32.25905
C -4.51490 -1.64047 -32.50181
C -4.22307 -2.50734 -31.25415
O -5.42881 -2.92736 -30.55572
C -5.33969 -4.02062 -29.66369
H -8.68403 3.25734 -34.44665
H -7.41282 4.07715 -35.29855
H -7.36705 3.87750 -33.54055
H -7.31607 0.58353 -33.34552
H -6.55241 1.89876 -32.56671
H -4.27462 0.95379 -33.81449
H -5.47370 -0.16074 -34.39951
H -5.78656 -0.32303 -31.53434
H -3.58060 -1.46603 -33.03541
H -5.10854 -2.24020 -33.19177
H -3.77176 -2.00788 -30.39685
H -3.58071 -3.37514 -31.40375
H -6.27329 -4.18018 -29.12420
H -4.47254 -4.03705 -29.00349
H -5.19723 -4.85569 -30.34959
C -8.40318 -5.71832 -35.30942
O -9.43858 -5.31786 -36.32455
C -10.70175 -5.12447 -35.68445
C -11.47868 -6.50817 -35.26486
N -12.74314 -6.29406 -34.56875
C -12.66406 -5.96924 -33.09553
C -12.24170 -6.99106 -32.10714
O -13.33019 -7.89812 -32.04498
C -13.10085 -9.16000 -32.69165
H -8.72803 -6.75023 -35.17626
H -8.39262 -5.25386 -34.32339
H -7.42422 -5.67583 -35.78684
H -11.39176 -4.57824 -36.32758
H -10.61636 -4.44570 -34.83588
H -10.93179 -7.30347 -34.75839
H -11.92751 -7.02705 -36.11186
H -13.58844 -6.76922 -34.85119
H -13.70726 -5.73593 -32.88244
H -12.18927 -4.99448 -32.98366
H -12.16460 -6.53440 -31.12041
H -11.25616 -7.42414 -32.27820
H -13.16047 -8.94552 -33.75867
H -13.87595 -9.91354 -32.55210
H -12.20906 -9.66540 -32.32100
C -6.29617 -11.12307 -22.68441
O -7.55055 -11.73761 -22.47895
C -7.89431 -12.03309 -21.18213
C -8.12316 -13.58824 -20.97103
N -6.92214 -14.44689 -21.30468
C -7.36659 -15.80558 -21.44734
C -6.13060 -16.76173 -21.72209
O -5.56866 -16.73369 -23.13277
C -4.38325 -17.53588 -23.15062
H -6.23456 -11.38767 -23.74000
H -5.51177 -11.73149 -22.23425
H -6.31112 -10.06324 -22.43018
H -8.80014 -11.44685 -21.02758
H -7.18253 -11.59750 -20.48088
H -8.98434 -13.85198 -21.58496
H -8.31748 -13.66421 -19.90119
H -6.54963 -14.10924 -22.18066
H -7.93472 -15.82166 -22.37742
H -8.09631 -16.16108 -20.71985
H -6.57163 -17.71229 -21.42200
H -5.33188 -16.59940 -20.99835
H -3.60923 -16.79846 -22.93800
H -4.12444 -17.75777 -24.18594
H -4.36030 -18.39704 -22.48281

These are the Mulliken partial charges, in e, on atoms 1 to 4: -0.83 -0.31 -0.72 -0.68


<2>
Here is 8 unconnected molecules or ions with the total composition C48H120N8O16 from the Open Molecules 2025 dataset. Energies are from ωB97M-V/def2-TZVPD.

HOMO-LUMO gap   8.55 eV
SMILES string   COCCNCCOC.COCCNCCOC.COCCNCCOC.COCCNCCOC.COCCNCCOC.COCCNCCOC.COCCNCCOC.COCCNCCOC
LUMO energy   0.4 eV

Atoms and positions in Å:
C -4.19243 -4.18207 3.56353
O -4.04248 -2.78399 3.42759
C -2.81547 -2.35577 3.97253
C -2.65835 -0.87744 3.73600
N -3.88076 -0.14222 4.03247
C -3.89458 1.19080 3.46779
C -5.23857 1.61835 2.93396
O -5.87125 0.63022 2.13044
C -5.58434 0.71899 0.74966
H -3.49263 -4.72225 2.91992
H -5.20185 -4.47971 3.26756
H -4.15806 -4.45381 4.62762
H -1.96496 -2.83346 3.45749
H -2.76659 -2.69240 5.01626
H -2.29499 -0.70291 2.71107
H -1.90812 -0.42775 4.39888
H -4.69522 -0.68374 3.77251
H -3.21344 1.31668 2.60735
H -3.55117 1.87770 4.24937
H -5.15798 2.55593 2.37544
H -5.99965 1.73626 3.71132
H -4.62015 0.17367 0.65784
H -5.45537 1.72453 0.34572
H -6.19466 0.06221 0.12931
C 1.44747 1.33530 1.77977
O 1.20740 1.25039 0.40101
C 2.05617 2.03673 -0.40151
C 1.87856 1.78437 -1.89549
N 2.69895 2.75601 -2.64524
C 1.89221 3.50192 -3.64608
C 2.73067 4.70077 -4.09805
O 3.60628 5.18418 -3.11860
C 4.44669 6.20758 -3.56183
H 0.63771 0.75649 2.24008
H 1.37008 2.34731 2.18456
H 2.34632 0.80766 2.12082
H 3.10035 1.89537 -0.09050
H 1.89838 3.13087 -0.31242
H 0.83267 1.75701 -2.19140
H 2.33807 0.80594 -2.09322
H 3.01970 3.44766 -1.97301
H 0.98859 3.93645 -3.17739
H 1.50132 2.80925 -4.38848
H 1.98301 5.48890 -4.27384
H 3.19307 4.46222 -5.06687
H 5.01768 6.48005 -2.68061
H 3.92150 7.10173 -3.93119
H 5.03808 5.86350 -4.41820
C 4.12706 -3.30416 12.67155
O 5.34315 -3.01256 12.03992
C 5.20426 -2.39915 10.78522
C 4.53172 -3.31100 9.76473
N 4.43339 -2.66216 8.48078
C 3.32822 -1.65841 8.41087
C 3.04770 -1.36244 6.95484
O 2.44171 -2.50506 6.41065
C 2.19575 -2.43062 5.03075
H 3.21863 -2.99554 12.14654
H 4.12939 -2.83825 13.65945
H 3.97371 -4.38160 12.80714
H 6.20496 -2.24655 10.38222
H 4.69476 -1.43050 10.83174
H 3.52148 -3.63838 10.07450
H 5.09559 -4.24775 9.76059
H 4.18397 -3.25320 7.69535
H 3.65815 -0.83064 9.04061
H 2.46429 -2.07926 8.95124
H 3.98859 -1.14679 6.43754
H 2.36034 -0.50228 6.97177
H 1.71067 -1.46821 4.79094
H 1.50130 -3.21919 4.76877
H 3.14095 -2.37566 4.47855
C 3.35504 -10.52234 -0.36529
O 2.61648 -10.29102 -1.53844
C 2.07183 -9.00227 -1.61306
C 3.02781 -7.85231 -1.81049
N 2.34424 -6.54848 -1.66083
C 1.42036 -6.25203 -2.76276
C 1.19009 -4.79046 -2.83353
O 2.25505 -4.16640 -3.50804
C 2.10945 -2.75838 -3.56963
H 3.72630 -11.53543 -0.26575
H 2.72789 -10.21958 0.48560
H 4.23993 -9.86828 -0.34159
H 1.63325 -8.85521 -0.60173
H 1.19151 -8.94379 -2.25110
H 3.55119 -7.84817 -2.78169
H 3.82173 -7.84077 -1.05968
H 3.12234 -5.90108 -1.76315
H 0.50329 -6.83389 -2.67963
H 1.90402 -6.61011 -3.68921
H 1.02695 -4.33022 -1.85257
H 0.28331 -4.65946 -3.43976
H 3.04081 -2.41471 -4.01980
H 1.98091 -2.34692 -2.56797
H 1.33013 -2.50515 -4.29208
C 2.34191 -5.70701 1.65036
O 3.48773 -6.29256 2.24363
C 3.44730 -7.72032 2.24599
C 4.35644 -8.15854 3.39333
N 4.35498 -9.60868 3.60234
C 5.51755 -10.26599 2.99928
C 6.88245 -9.90828 3.61455
O 7.66459 -9.07954 2.76273
C 8.56785 -8.25200 3.46205
H 2.54577 -4.65963 1.42551
H 1.50460 -5.71103 2.36673
H 2.01821 -6.19248 0.72634
H 3.87746 -8.08023 1.29809
H 2.42426 -8.10689 2.31963
H 4.00324 -7.60951 4.26526
H 5.34855 -7.80887 3.08126
H 4.44003 -9.78862 4.59589
H 5.48058 -10.20613 1.91084
H 5.42766 -11.33868 3.20932
H 7.46690 -10.83163 3.70528
H 6.69174 -9.47238 4.60035
H 8.14770 -7.24139 3.52340
H 9.58183 -8.18023 3.05458
H 8.79375 -8.59527 4.48272
C 0.98490 -1.84829 1.58183
O -0.25936 -1.49896 1.00231
C -0.29949 -1.48415 -0.42057
C -1.50834 -0.67363 -0.82160
N -1.18916 0.74310 -0.98071
C -2.20300 1.61774 -0.44816
C -2.11209 3.04765 -0.97777
O -2.94808 3.84025 -0.17311
C -3.07245 5.14718 -0.64247
H 0.84483 -2.12658 2.62430
H 1.76246 -1.06923 1.56282
H 1.38860 -2.69895 1.01358
H -0.24803 -2.47668 -0.88417
H 0.57960 -0.91842 -0.77944
H -2.28853 -0.85781 -0.06890
H -1.93879 -1.01600 -1.77445
H -0.25358 0.98837 -0.66981
H -2.06231 1.66733 0.64683
H -3.22645 1.29552 -0.63329
H -2.43924 3.07218 -2.03026
H -1.04916 3.34560 -1.00603
H -3.76972 5.72990 -0.04226
H -3.51482 5.18009 -1.65217
H -2.11679 5.68084 -0.71947
C 0.72610 6.04353 -6.84383
O 0.19499 4.82994 -6.39575
C -0.66630 4.26090 -7.36676
C -1.26521 2.94208 -6.90360
N -2.56096 3.18714 -6.26437
C -2.98345 2.16611 -5.28866
C -3.48177 0.95822 -6.03902
O -2.45789 0.25369 -6.72839
C -2.96586 -0.91808 -7.29391
H 1.36608 5.94202 -7.73048
H 1.38444 6.48267 -6.09267
H -0.06722 6.78592 -7.00203
H -0.06337 4.05639 -8.26375
H -1.46548 4.96754 -7.62662
H -0.56486 2.48533 -6.18767
H -1.36140 2.27666 -7.75794
H -2.58302 4.09201 -5.81268
H -3.85656 2.59991 -4.80178
H -2.18526 1.83434 -4.60724
H -4.21775 1.26357 -6.79232
H -3.91192 0.22436 -5.34168
H -2.24361 -1.29664 -8.01373
H -3.90115 -0.66417 -7.81993
H -3.24466 -1.72565 -6.60754
C -5.05125 7.59452 -2.21363
O -6.08235 8.38873 -1.68159
C -6.00103 9.75772 -2.10513
C -6.73030 9.98027 -3.43790
N -6.83396 11.42255 -3.62728
C -7.52997 11.83170 -4.83065
C -7.50031 13.32144 -5.03888
O -6.21879 13.79805 -5.16075
C -6.19046 15.05809 -5.76565
H -5.22036 6.59721 -1.81823
H -4.05525 7.96355 -1.93801
H -5.04862 7.52103 -3.30907
H -4.98939 10.17343 -2.12835
H -6.58919 10.28209 -1.34709
H -7.68680 9.47150 -3.47552
H -6.03749 9.60493 -4.21304
H -5.92916 11.87336 -3.58609
H -8.58083 11.51943 -4.77007
H -7.17728 11.29669 -5.73499
H -8.16710 13.80839 -4.30557
H -8.11486 13.54928 -5.92938
H -6.78729 15.13158 -6.68826
H -5.18287 15.37564 -6.02570
H -6.62455 15.84016 -5.12137

These are the Mulliken partial charges, in e, on atoms 1 to 4: -0.79 -0.28 -0.54 0.36


Most stable: <2>